1.
Below is a molecular structure, C26H40Cl3N4O3SiZn in a non-equilibrium geometry, with properties calculated with ωB97M-V/def2-TZVPD.

Structure (XYZ):
```
78
Properties=species:S:1:pos:R:3
C -3.1653 -0.0756 -1.5603
C -2.1182 -0.6542 -2.4530
H -3.8199 0.6141 -2.1022
H -2.6999 0.4531 -0.7139
H -3.7976 -0.8657 -1.1249
C -2.0821 -0.5521 -3.7904
C -3.0904 0.1369 -4.6430
H -1.2575 -1.0175 -4.3281
H -3.8664 0.6500 -4.0653
H -3.5821 -0.5721 -5.3236
H -2.5843 0.8763 -5.2780
Zn 0.0434 -0.1577 0.9155
Cl -0.7327 -2.3540 1.1937
Cl -1.2445 1.5146 1.6213
C 2.3002 -2.3142 -0.3582
O 2.3227 -1.0946 -0.1664
N 3.3707 -3.0282 -0.7747
C 4.6456 -2.3567 -0.9777
C 3.3153 -4.4519 -1.0617
H 1.3894 -2.9282 -0.1753
H 4.5736 -1.3348 -0.5928
H 4.9031 -2.3369 -2.0458
H 5.4349 -2.9085 -0.4528
H 2.3084 -4.8278 -0.8377
H 4.0584 -4.9843 -0.4476
H 3.5417 -4.6359 -2.1233
H -1.3322 2.2512 -2.0179
H 0.1618 1.5525 -3.9823
C -0.4836 2.8023 -1.5839
C 0.9082 2.2208 -3.5185
N 0.7576 2.2427 -2.0773
H -0.5251 2.7355 -0.4926
C 1.7130 1.7360 -1.2578
O 1.6515 1.7146 -0.0253
H 1.9169 1.8672 -3.7685
H 2.5716 1.3223 -1.8300
H -0.5593 3.8480 -1.9184
H 0.7615 3.2347 -3.9248
O -0.1898 -0.3441 -1.1484
C -0.9358 -1.2954 -1.7194
C 1.0729 -1.8384 -3.1879
C -0.0914 -2.2772 -2.5625
H 1.3765 -0.7984 -3.0483
C 1.8226 -2.7211 -3.9674
H -1.3969 -1.8974 -0.9066
C -0.4898 -3.6060 -2.6759
H 2.7358 -2.3643 -4.4474
C 1.3924 -4.0408 -4.1253
C 0.2402 -4.4886 -3.4754
H -1.3850 -3.9225 -2.1363
H 1.9677 -4.7281 -4.7434
H -0.0965 -5.5219 -3.5820
Si -4.2625 4.3326 4.1871
Cl -5.6121 4.4666 2.6131
C -2.8640 5.5022 3.7722
C -3.7402 2.5446 4.2456
C -5.1596 4.8694 5.7476
H -2.4039 5.2141 2.8176
H -2.0888 5.4781 4.5491
H -3.2308 6.5340 3.6846
H -5.5158 5.9054 5.6653
H -4.4975 4.8116 6.6225
H -6.0307 4.2295 5.9429
H -3.2560 2.2343 3.3070
H -4.6138 1.9020 4.4228
H -3.0213 2.3811 5.0591
N 5.0496 -1.4210 6.5206
C 4.3459 -1.1283 5.6338
C 3.4524 -0.8584 4.5392
C 2.9744 0.4315 4.2795
C 2.0706 0.6041 3.2251
N 1.5951 -0.4203 2.5098
C 2.0591 -1.6538 2.7611
C 3.0172 -1.9105 3.7358
H 3.2736 1.2813 4.8917
H 1.7019 1.6024 2.9718
H 1.6291 -2.4915 2.2088
H 3.3963 -2.9189 3.8761
```

Properties
M = 656.47 u
E = -133584.344 eV
ΔE to the lowest compared entry with this formula, charge and spin = 0.00 kJ/mol
HOMO level = -4.7 eV
total charge = -1
HOMO-LUMO gap = 6.4 eV

***

2.
Below is a molecular structure, C38H38N4P2PdS2 in a non-equilibrium geometry, with properties calculated with ωB97M-V/def2-TZVPD.

Structure (XYZ):
```
85
Properties=species:S:1:pos:R:3
Pd 0.4203 0.9906 -1.3096
S -0.1229 -1.2750 -2.6995
P -0.8313 -1.4176 -0.7682
C 0.0027 -0.3926 0.3015
P -0.4856 0.9084 1.3516
S -0.6546 2.6613 0.2975
C -1.9476 0.5496 2.4089
C -2.5840 1.6312 3.0394
C -3.6786 1.3808 3.8488
C -3.9597 0.0802 4.2328
C -3.2608 -0.9817 3.6400
C -2.2951 -0.7468 2.7107
C 0.9253 0.9938 2.5636
C 1.9735 1.8754 2.4433
C 3.0317 1.7253 3.3505
C 3.0114 0.7779 4.3492
C 1.8975 -0.0138 4.5474
C 0.8967 0.0761 3.6368
C -0.6042 -3.2002 -0.4248
C -0.2052 -3.5134 0.8364
C 0.0173 -4.8565 1.1802
C -0.2300 -5.8562 0.2721
C -0.6553 -5.5407 -1.0273
C -0.7838 -4.2101 -1.3950
C -2.6882 -1.2643 -0.6980
C -3.1055 0.0934 -0.9158
C -4.4443 0.3763 -0.9280
C -5.3658 -0.6472 -0.7778
C -4.9366 -1.9351 -0.6013
C -3.5752 -2.2796 -0.5386
H -2.2300 2.6108 2.8182
H -4.3095 2.1899 4.2043
H -4.8063 -0.0747 4.8779
H -3.4891 -2.0637 3.8971
H -1.6969 -1.4778 2.2309
H 2.0026 2.5669 1.6034
H 3.8848 2.3808 3.2692
H 3.8398 0.6738 5.0299
H 1.9120 -0.6288 5.4591
H -0.0095 -0.4834 3.8101
H 0.0793 -2.7141 1.5378
H 0.4325 -5.0395 2.1887
H 0.0348 -6.9019 0.5209
H -0.7924 -6.3540 -1.7364
H -1.0372 -3.8490 -2.4007
H -2.3452 0.8654 -1.0199
H -4.7166 1.4156 -1.0818
H -6.4670 -0.5025 -0.5810
H -5.6377 -2.6948 -0.5168
H -3.2885 -3.3603 -0.3772
C 3.1516 -2.7427 -0.3893
N 2.9179 -1.4207 -1.0574
C 3.4856 -1.3450 -2.4421
C 3.3692 -0.2423 -0.1982
C 3.5045 1.0672 -0.9357
C 4.7569 1.6344 -0.7964
C 5.0128 2.9110 -1.3893
C 4.0032 3.5575 -1.9712
C 2.7354 2.9332 -2.1029
C 2.3979 1.6474 -1.6030
H 2.5260 -3.4244 -0.9261
H 2.7441 -2.6737 0.5894
H 4.1750 -2.9960 -0.5147
H 1.9214 -1.2510 -1.2378
H 4.4647 -0.9748 -2.3867
H 2.9204 -0.6624 -3.0724
H 3.5672 -2.3394 -2.8200
H 4.3929 -0.5979 0.1066
H 2.6405 -0.1963 0.6321
H 5.6253 1.0368 -0.4253
H 6.0310 3.2018 -1.4129
H 4.1165 4.6155 -2.3038
H 1.8923 3.5618 -2.3749
N -0.1677 5.0507 -2.9115
C -1.1175 4.0932 -3.0428
C -0.8242 2.9410 -3.8093
N -1.7319 2.0143 -3.9596
C -2.9409 2.1679 -3.4078
C -3.1624 3.2639 -2.5563
N -2.2445 4.2062 -2.3400
H 0.6878 5.0921 -3.4513
H -0.5094 5.8938 -2.4976
H 0.1594 2.7269 -4.2850
H -3.6067 1.3168 -3.5284
H -4.0161 3.3851 -1.8388
```

Properties
M = 783.25 u
E = -89708.545 eV
⟨S²⟩ = 2.009
HOMO level (alpha / beta) = -6.4 / -7.3 eV
multiplicity = 3
HOMO-LUMO gap (alpha / beta) = 6.9 / 7.1 eV

***

3.
Below is 2 unconnected molecules or ions with the total composition CH6NO2 in a non-equilibrium geometry, with properties calculated with ωB97M-V/def2-TZVPD.

Structure (XYZ):
```
10
Properties=species:S:1:pos:R:3
O -2.0205 -0.6562 0.4312
H -1.9956 -1.5612 0.1012
H -2.7736 -0.6168 1.0581
H 0.4844 1.9129 -1.1238
C 1.4754 0.6174 -0.1008
N 0.5011 -0.2507 0.0572
O 1.3292 1.7501 -0.6893
H 2.5238 0.1123 0.0731
H -0.5083 -0.0905 -0.2129
H 0.9841 -1.2172 0.4061
```

Properties
M = 64.06 u
E = -6711.711 eV
ΔE to the lowest compared entry with this formula, charge and spin = 138.96 kJ/mol
HOMO level = -16.5 eV
total charge = +1
HOMO-LUMO gap = 12.1 eV

***

4.
Below is 18 unconnected molecules or ions with the total composition H35O18 in a non-equilibrium geometry, with properties calculated with ωB97M-V/def2-TZVPD.

Structure (XYZ):
```
53
Properties=species:S:1:pos:R:3
O 4.6412 -1.8687 -1.6255
H 0.7730 -3.9990 -1.6677
H 1.6039 -0.3527 -0.1267
O -0.8511 -2.5974 3.7607
H -1.7506 -0.6162 1.0794
O -1.4178 3.1926 -2.0346
H 0.9926 3.4203 3.3012
H -1.5206 3.6572 -1.1211
O -2.2766 -0.9189 -1.7042
H 2.3679 -2.0316 3.1874
H -1.6830 -0.1914 -2.0226
O 1.0254 -3.4622 1.8676
H 1.0361 -3.7020 0.9255
H 5.2582 -1.4042 -1.0403
O 0.5132 -0.9845 -3.4595
H 2.3455 -3.7967 -2.3196
H 0.9512 -1.3417 -2.6834
O 1.6125 -4.3510 -1.9804
H -4.5716 -0.8517 -2.5695
H -1.4529 2.3228 -1.5330
O -0.3455 -2.7281 -1.5334
H -0.7390 6.1448 1.5402
H -3.3833 -1.3597 -3.2560
O -0.9769 -1.8961 0.9502
H -1.5238 -2.7016 0.7909
H -0.5635 -2.5357 -0.5555
O -0.3206 5.3518 -3.4616
H 0.2396 4.6426 -3.1229
H -0.1955 -3.0589 3.2027
O -4.3467 -1.3989 -3.3256
H -1.6548 1.8020 0.7816
H -0.8911 -1.8851 -1.7668
O 1.9083 3.6516 3.2068
H 2.3816 4.0327 3.9374
H -2.5135 -0.5731 -0.7993
O -2.2610 0.2620 0.9949
H -0.4678 -1.9895 4.4194
H 0.0800 -1.7120 -3.9036
O 1.7502 -1.0401 -0.7949
H 0.3301 -2.6731 1.7908
H 3.9685 -1.1866 -1.4214
O 2.0044 -1.1698 2.9125
H -1.0116 5.6313 -2.8699
H 1.2487 -1.4765 2.4074
O 1.3735 1.5452 1.5523
H 1.9580 -1.7803 -0.1945
H 0.8230 0.7206 1.7009
O -1.4860 2.7381 0.5828
H -2.6563 0.3635 1.8876
H -0.8241 2.9201 1.2749
O -0.8485 5.2423 1.8427
H -0.8023 4.7647 0.9694
H 2.1495 1.2287 2.0261
```

Properties
M = 323.26 u
E = -37417.884 eV
⟨S²⟩ = 0.756
ΔE to the lowest compared entry with this formula, charge and spin = 159.38 kJ/mol
HOMO level (alpha / beta) = -10.6 / -10.6 eV
multiplicity = 2
HOMO-LUMO gap (alpha / beta) = 9.6 / 4.5 eV

***

5.
Below is a single C3H9O3P molecule in a non-equilibrium geometry, with properties calculated with ωB97M-V/def2-TZVPD.

Structure (XYZ):
```
16
Properties=species:S:1:pos:R:3
C 2.0131 0.1256 -0.1216
C 0.5885 0.5766 -0.3541
O 0.4385 1.9059 0.0874
C -0.4675 -0.4398 0.1743
O -0.3465 -0.7886 1.4785
O -0.6690 -1.6199 -0.6244
P -2.4079 0.6153 -0.2270
H 2.1793 -0.0424 0.9449
H 2.1516 -0.7879 -0.7305
H 2.7350 0.9290 -0.2484
H 0.4246 0.6940 -1.4738
H 0.9929 2.1849 0.8073
H -0.6246 -1.7399 1.5918
H -0.8926 -1.4237 -1.5439
H -3.1199 0.3279 0.9912
H -2.9956 -0.5169 -0.7517
```

Properties
SMILES string = C[C@H](O)C(O)(O)P
M = 124.08 u
E = -18686.061 eV
ΔE to the lowest compared entry with this formula, charge and spin = 256.15 kJ/mol
HOMO level = -8.2 eV
HOMO-LUMO gap = 8.9 eV

***

6.
Below is a single C3H3IS molecule in a non-equilibrium geometry, with properties calculated with ωB97M-V/def2-TZVPD.

Structure (XYZ):
```
8
Properties=species:S:1:pos:R:3
I 2.6689 -0.0257 0.0288
C 0.8403 1.0181 0.1759
C -0.5385 -0.2429 0.0202
C -1.0157 -1.3565 -0.3719
S -2.2902 -0.1948 0.4377
H 0.6864 1.4401 1.1555
H 0.6832 1.6876 -0.6527
H -1.0344 -2.3259 -0.7937
```

Properties
SMILES string = ICC1=CS1
M = 198.03 u
E = -22091.486 eV
ΔE to the lowest compared entry with this formula, charge and spin = 141.42 kJ/mol
HOMO level = -7.8 eV
HOMO-LUMO gap = 8.0 eV

***

Copy entry 2 word for word.
Below is a molecular structure, C38H38N4P2PdS2 in a non-equilibrium geometry, with properties calculated with ωB97M-V/def2-TZVPD.

Structure (XYZ):
```
85
Properties=species:S:1:pos:R:3
Pd 0.4203 0.9906 -1.3096
S -0.1229 -1.2750 -2.6995
P -0.8313 -1.4176 -0.7682
C 0.0027 -0.3926 0.3015
P -0.4856 0.9084 1.3516
S -0.6546 2.6613 0.2975
C -1.9476 0.5496 2.4089
C -2.5840 1.6312 3.0394
C -3.6786 1.3808 3.8488
C -3.9597 0.0802 4.2328
C -3.2608 -0.9817 3.6400
C -2.2951 -0.7468 2.7107
C 0.9253 0.9938 2.5636
C 1.9735 1.8754 2.4433
C 3.0317 1.7253 3.3505
C 3.0114 0.7779 4.3492
C 1.8975 -0.0138 4.5474
C 0.8967 0.0761 3.6368
C -0.6042 -3.2002 -0.4248
C -0.2052 -3.5134 0.8364
C 0.0173 -4.8565 1.1802
C -0.2300 -5.8562 0.2721
C -0.6553 -5.5407 -1.0273
C -0.7838 -4.2101 -1.3950
C -2.6882 -1.2643 -0.6980
C -3.1055 0.0934 -0.9158
C -4.4443 0.3763 -0.9280
C -5.3658 -0.6472 -0.7778
C -4.9366 -1.9351 -0.6013
C -3.5752 -2.2796 -0.5386
H -2.2300 2.6108 2.8182
H -4.3095 2.1899 4.2043
H -4.8063 -0.0747 4.8779
H -3.4891 -2.0637 3.8971
H -1.6969 -1.4778 2.2309
H 2.0026 2.5669 1.6034
H 3.8848 2.3808 3.2692
H 3.8398 0.6738 5.0299
H 1.9120 -0.6288 5.4591
H -0.0095 -0.4834 3.8101
H 0.0793 -2.7141 1.5378
H 0.4325 -5.0395 2.1887
H 0.0348 -6.9019 0.5209
H -0.7924 -6.3540 -1.7364
H -1.0372 -3.8490 -2.4007
H -2.3452 0.8654 -1.0199
H -4.7166 1.4156 -1.0818
H -6.4670 -0.5025 -0.5810
H -5.6377 -2.6948 -0.5168
H -3.2885 -3.3603 -0.3772
C 3.1516 -2.7427 -0.3893
N 2.9179 -1.4207 -1.0574
C 3.4856 -1.3450 -2.4421
C 3.3692 -0.2423 -0.1982
C 3.5045 1.0672 -0.9357
C 4.7569 1.6344 -0.7964
C 5.0128 2.9110 -1.3893
C 4.0032 3.5575 -1.9712
C 2.7354 2.9332 -2.1029
C 2.3979 1.6474 -1.6030
H 2.5260 -3.4244 -0.9261
H 2.7441 -2.6737 0.5894
H 4.1750 -2.9960 -0.5147
H 1.9214 -1.2510 -1.2378
H 4.4647 -0.9748 -2.3867
H 2.9204 -0.6624 -3.0724
H 3.5672 -2.3394 -2.8200
H 4.3929 -0.5979 0.1066
H 2.6405 -0.1963 0.6321
H 5.6253 1.0368 -0.4253
H 6.0310 3.2018 -1.4129
H 4.1165 4.6155 -2.3038
H 1.8923 3.5618 -2.3749
N -0.1677 5.0507 -2.9115
C -1.1175 4.0932 -3.0428
C -0.8242 2.9410 -3.8093
N -1.7319 2.0143 -3.9596
C -2.9409 2.1679 -3.4078
C -3.1624 3.2639 -2.5563
N -2.2445 4.2062 -2.3400
H 0.6878 5.0921 -3.4513
H -0.5094 5.8938 -2.4976
H 0.1594 2.7269 -4.2850
H -3.6067 1.3168 -3.5284
H -4.0161 3.3851 -1.8388
```

Properties
M = 783.25 u
E = -89708.545 eV
⟨S²⟩ = 2.009
HOMO level (alpha / beta) = -6.4 / -7.3 eV
multiplicity = 3
HOMO-LUMO gap (alpha / beta) = 6.9 / 7.1 eV